(1)
57
Properties=species:S:1:pos:R:3:forces:R:3 method="wB97M-V/def2-TZVPD" smiles="O=C(NC[C@H]1C[C@@H]2CC[C@H]1N2C(=O)[C@H]1CCS(=O)(=O)C1)[C@@H](F)C1CCOCC1" relative_energy_kcal_mol=4.5 charge=0 gap_ev=10.06
O -1.867401 1.243763 -2.044652 0.00 0.00 0.00
C -0.732376 0.965590 -1.701886 -0.04 -0.12 0.01
N -0.310184 0.932541 -0.420881 0.09 0.18 0.01
C -1.134650 1.351820 0.701489 -0.14 -0.08 -0.07
C -1.399736 2.859692 0.783584 0.08 0.01 0.05
C -2.639303 3.350390 -0.022559 0.00 0.00 0.00
C -3.497654 4.038978 1.048195 -0.01 0.00 0.00
C -2.814129 5.344624 1.486381 0.00 0.00 0.00
C -1.605999 4.827978 2.316465 0.00 0.00 0.00
C -1.771119 3.301546 2.219339 0.00 0.00 0.01
N -3.230143 3.183216 2.206389 0.00 -0.01 0.00
C -4.124995 2.453817 2.897714 0.01 0.01 0.00
O -5.319939 2.459634 2.639532 0.00 0.00 0.00
C -3.580245 1.572123 4.015706 -0.01 0.01 0.00
C -4.629599 1.445107 5.157361 0.00 0.00 0.00
C -5.360566 0.119090 4.999889 0.00 0.00 0.01
S -4.046947 -0.992192 4.554518 0.00 -0.01 -0.01
O -3.169242 -1.132058 5.690860 0.00 0.00 0.00
O -4.514883 -2.161264 3.862464 0.00 0.00 0.00
C -3.295978 0.173724 3.424664 0.01 -0.01 0.00
C 0.304569 0.555604 -2.738938 0.00 0.00 0.00
F 1.588936 0.691028 -2.186321 0.00 0.00 0.00
C 0.132196 -0.880074 -3.214572 0.00 0.00 0.00
C -1.216696 -1.115292 -3.896577 0.00 0.00 0.00
C -1.280036 -2.534145 -4.439710 0.00 0.00 0.00
O -0.220392 -2.806934 -5.338835 0.00 0.00 0.00
C 1.036990 -2.672445 -4.705164 0.00 0.00 0.00
C 1.255240 -1.262686 -4.180150 0.00 0.00 0.00
H 0.675145 0.792208 -0.272001 0.00 0.00 0.00
H -2.083032 0.811028 0.655395 0.00 0.00 0.00
H -0.610381 1.021999 1.600373 0.00 0.00 0.00
H -0.486803 3.374874 0.475367 0.00 0.00 0.00
H -2.375559 4.020866 -0.839457 0.00 0.00 0.00
H -3.168252 2.503447 -0.453274 0.00 0.00 0.00
H -4.556834 4.107575 0.825836 0.00 0.00 0.00
H -2.513962 5.945658 0.628875 0.00 0.00 0.00
H -3.484795 5.942536 2.101920 0.00 0.00 0.00
H -0.643205 5.155121 1.925199 0.00 0.00 0.00
H -1.676294 5.150534 3.354954 0.00 0.00 0.00
H -1.282648 2.736122 3.008979 0.00 0.00 0.00
H -2.663983 1.993567 4.423008 0.00 0.00 0.00
H -4.118755 1.463434 6.118598 0.00 0.00 0.00
H -5.331305 2.274298 5.110269 0.00 0.00 0.00
H -5.832557 -0.250199 5.907852 0.00 0.00 0.00
H -6.070867 0.135633 4.173566 0.00 0.00 0.00
H -3.782415 0.025898 2.460431 0.00 0.00 0.00
H -2.239649 -0.076120 3.349722 0.00 0.00 0.00
H 0.236882 1.253965 -3.575679 0.00 0.00 0.00
H 0.196741 -1.527525 -2.329942 0.00 0.00 0.00
H -2.044371 -0.944934 -3.208344 0.00 0.00 0.00
H -1.336125 -0.409871 -4.724203 0.00 0.00 0.00
H -1.249610 -3.254375 -3.608476 0.00 0.00 0.00
H -2.203331 -2.696733 -4.993491 0.00 0.00 0.00
H 1.111417 -3.394263 -3.877898 0.00 0.00 0.00
H 1.788084 -2.933544 -5.449433 0.00 0.00 0.00
H 1.259024 -0.565793 -5.024608 0.00 0.00 0.00
H 2.227613 -1.197084 -3.690255 0.00 0.00 0.00

---

(2)
95
Properties=species:S:1:pos:R:3:forces:R:3 method="wB97M-V/def2-TZVPD" spin_multiplicity=5 charge=+1 gap_ev="6.52 / 5.13"
Ru -0.429429 -0.151046 -0.061617 0.04 -0.05 0.00
C -0.592113 0.582509 -5.081983 0.01 0.03 0.00
C -0.876286 0.802077 -3.594572 -0.02 0.01 0.00
C -2.377445 0.646739 -3.325500 0.01 0.01 -0.01
P 0.072849 -0.228434 -2.395444 -0.02 0.02 -0.02
C 0.531921 -1.872341 -3.094990 0.01 -0.02 0.02
C 1.549659 -1.863365 -4.234859 -0.01 0.00 -0.01
C -0.702853 -2.700169 -3.450387 -0.02 0.02 0.01
C 1.704384 0.584771 -2.184197 0.00 0.01 0.02
C 2.323102 1.389158 -3.125665 -0.01 -0.01 0.00
C 3.556691 1.994232 -2.885646 0.00 0.00 -0.01
C 4.192856 2.884666 -3.911095 0.00 0.00 0.00
C 4.173724 1.774966 -1.650179 0.00 0.00 0.01
C 3.585843 0.987582 -0.685955 0.00 0.00 -0.01
C 2.339752 0.382855 -0.934271 -0.02 -0.01 0.01
N 1.623322 -0.274409 0.043532 -0.04 -0.01 0.03
C 2.201364 -0.911669 1.124582 0.01 0.00 -0.01
C 3.467733 -1.508741 1.051875 0.00 0.01 0.01
C 3.983143 -2.172511 2.145282 0.00 0.00 -0.01
C 3.270413 -2.257338 3.340859 0.00 0.00 0.00
C 3.825131 -2.991783 4.525005 0.00 0.00 0.00
C 2.002255 -1.672372 3.402017 0.00 0.00 0.00
C 1.442590 -1.026247 2.315786 -0.01 0.01 0.00
P -0.181595 -0.180480 2.283401 0.02 0.00 -0.01
C 0.166981 1.382985 3.203200 -0.01 0.00 0.00
C 1.427415 2.048289 2.646133 0.00 0.01 0.01
C 0.320355 1.206390 4.714299 0.01 0.01 -0.01
C -1.514300 -1.115388 3.150082 0.01 0.00 -0.01
C -2.646268 -0.132197 3.476799 0.01 0.00 -0.01
C -1.155412 -1.997887 4.341729 -0.01 0.01 0.00
H -1.133979 1.335961 -5.655844 0.00 0.00 0.00
H -0.955150 -0.392282 -5.407920 0.01 0.00 0.00
H 0.459396 0.653375 -5.352082 0.02 0.02 0.02
H -0.584752 1.821853 -3.315639 -0.01 0.00 -0.01
H -2.707667 -0.380036 -3.495797 0.00 -0.01 0.00
H -2.932901 1.287923 -4.011666 0.00 0.00 0.00
H -2.643650 0.921826 -2.307742 0.00 -0.01 -0.02
H 1.007233 -2.341611 -2.225317 0.00 0.00 0.00
H 1.130237 -1.465709 -5.157560 0.01 -0.02 0.01
H 1.856890 -2.891620 -4.434282 0.00 0.00 0.00
H 2.445864 -1.294538 -3.988307 0.00 0.01 0.00
H -1.220323 -2.295934 -4.321439 -0.01 -0.01 0.01
H -1.409424 -2.759307 -2.623817 0.04 -0.02 -0.02
H -0.396900 -3.718998 -3.692262 0.00 0.00 -0.01
H 1.844309 1.565387 -4.079221 -0.02 -0.01 -0.03
H 3.758911 2.728889 -4.897164 0.00 0.00 0.00
H 5.266343 2.708129 -3.973043 0.00 0.00 0.00
H 4.050317 3.934377 -3.644946 0.00 0.00 0.00
H 5.120136 2.256782 -1.436907 0.00 0.00 0.00
H 4.042940 0.889694 0.289010 0.00 0.00 0.00
H 4.014911 -1.490274 0.119012 0.00 0.00 0.00
H 4.953232 -2.647820 2.070164 0.00 0.00 0.00
H 4.911038 -3.053510 4.482269 0.00 0.00 0.00
H 3.434722 -4.011585 4.554571 0.00 0.00 0.00
H 3.541307 -2.506595 5.458493 0.00 0.00 0.00
H 1.452433 -1.738401 4.330730 0.00 0.00 0.00
H -0.696470 2.022313 2.991932 -0.01 0.00 0.00
H 2.318277 1.506068 2.970813 0.00 0.00 0.00
H 1.501215 3.067881 3.026919 0.00 0.00 0.00
H 1.432072 2.097044 1.559878 0.00 0.00 -0.02
H 1.175767 0.567907 4.944053 0.00 -0.01 0.00
H -0.561175 0.788640 5.192180 -0.02 0.00 0.00
H 0.513522 2.179613 5.169384 0.00 0.00 0.00
H -1.875150 -1.766973 2.348734 0.00 -0.01 0.00
H -2.430395 0.452774 4.370154 0.00 0.01 0.01
H -3.560793 -0.696301 3.661226 0.00 0.00 0.01
H -2.848052 0.556616 2.654531 0.01 -0.01 0.01
H -0.718339 -1.434970 5.167122 0.01 0.00 0.00
H -0.474796 -2.800462 4.059837 -0.01 0.00 -0.01
H -2.070543 -2.462232 4.713800 0.00 0.00 0.00
C -5.740389 -2.470355 -0.012636 0.00 0.01 0.01
C -4.627298 -2.699745 -0.808668 0.01 0.00 0.00
C -3.567085 -1.808991 -0.800049 0.00 0.00 -0.02
C -3.601857 -0.673395 0.004637 0.03 0.00 0.02
C -4.735770 -0.428539 0.781630 -0.01 0.00 0.00
C -5.789295 -1.327733 0.774682 0.00 0.00 0.00
N -2.518049 0.238258 -0.013259 0.01 -0.01 -0.04
N -2.902167 1.484839 0.211990 0.02 -0.01 0.00
C -1.934800 2.400795 0.077961 -0.02 0.03 -0.02
C -2.275221 3.773396 0.179556 -0.01 0.00 0.01
C -1.325103 4.723465 -0.047083 0.01 0.00 -0.01
C -0.015755 4.323065 -0.379024 -0.01 0.00 0.01
C 0.260659 2.984299 -0.432745 0.03 0.00 0.00
N -0.656511 2.023184 -0.196959 -0.02 -0.03 0.03
H -6.566799 -3.168221 -0.014311 0.00 0.00 0.00
H -4.584110 -3.573652 -1.445895 0.00 0.00 0.00
H -2.713911 -1.975177 -1.438602 -0.03 0.01 0.04
H -4.786783 0.472484 1.374395 0.00 0.00 0.00
H -6.659795 -1.128908 1.386429 0.00 0.00 0.00
H -3.300690 4.019451 0.414173 0.00 0.00 0.00
H -1.576397 5.773988 0.014552 0.00 0.00 0.00
H 0.764305 5.042374 -0.580123 0.00 0.00 0.00
H 1.261594 2.645968 -0.667962 -0.01 0.00 0.01
S 0.091182 -3.377323 0.188103 0.02 -0.02 -0.01
C -0.796311 -2.078276 0.167138 -0.05 0.06 0.02

---

(3)
90
Properties=species:S:1:pos:R:3:forces:R:3 method="wB97M-V/def2-TZVPD" smiles="NCCCC[PH3]F.CC(C)=O.CC(C)=O.CC(C)=O.CC(C)=O.CC(C)=O.CC(C)=O.CC(C)=O" charge=0 gap_ev=9.30
N -0.172307 -1.265253 5.605532 0.05 -0.03 -0.24
C 1.022238 -0.980397 6.393808 -0.08 -0.05 -0.06
C 2.246544 -0.742319 5.528719 -0.05 0.15 0.10
C 2.059657 0.389238 4.536224 0.18 0.03 0.02
C 3.308124 0.667987 3.701619 -0.25 0.12 -0.13
P 2.871403 1.104070 1.951944 0.17 0.02 0.15
F 2.458108 1.551783 0.347366 -0.01 0.02 -0.05
H -0.937189 -0.651942 5.825556 -0.14 0.02 0.09
H -0.473204 -2.221743 5.700943 -0.05 -0.15 -0.02
H 0.861331 -0.091814 6.999204 -0.08 0.18 0.14
H 1.228537 -1.796015 7.083676 0.04 -0.12 0.16
H 3.068407 -0.473808 6.192474 0.26 -0.13 0.07
H 2.513244 -1.661256 5.009582 0.07 -0.14 -0.09
H 1.210140 0.152604 3.891969 -0.15 -0.04 -0.02
H 1.806051 1.285360 5.096586 -0.24 0.22 0.00
H 3.841170 1.528086 4.106766 0.23 0.03 0.08
H 3.982340 -0.184385 3.706236 0.12 -0.16 -0.10
H 4.199004 1.101716 1.507417 0.03 0.03 -0.03
H 2.039812 -0.008813 1.772558 0.01 -0.03 -0.01
H 2.273880 2.312647 2.346618 -0.07 -0.01 -0.05
C -0.245398 1.083316 -0.898924 -0.09 -0.08 0.03
C -1.457236 0.591424 -1.645715 0.16 0.05 0.05
O -1.993799 -0.451300 -1.339410 -0.01 0.08 -0.15
C -1.950754 1.436726 -2.790094 -0.08 -0.13 0.05
H -0.011935 0.391710 -0.094339 0.04 0.02 0.00
H 0.613758 1.157325 -1.566268 0.00 0.04 0.01
H -0.417275 2.079158 -0.486572 0.01 0.02 -0.05
H -1.170540 1.561732 -3.540621 0.00 0.06 0.01
H -2.213276 2.434764 -2.435041 0.05 0.03 -0.03
H -2.821074 0.970544 -3.246655 0.00 0.01 0.00
C -2.083901 5.102918 -6.892321 0.10 0.00 0.04
C -2.363360 3.818485 -6.151819 -0.17 0.06 -0.02
O -1.574702 3.360097 -5.356546 0.08 -0.01 0.00
C -3.669800 3.138806 -6.461309 0.00 -0.09 0.12
H -1.117810 5.501782 -6.591095 0.00 0.00 0.00
H -2.089907 4.911087 -7.967251 -0.06 0.01 0.00
H -2.863634 5.835579 -6.676951 -0.03 -0.01 -0.05
H -3.704715 2.892924 -7.523158 -0.02 0.05 -0.01
H -4.501981 3.806157 -6.228196 0.00 0.02 -0.07
H -3.759312 2.229072 -5.871733 0.00 0.00 0.00
C 0.083574 2.387531 -8.320559 -0.10 0.07 -0.05
C -0.931749 1.910362 -9.326863 0.06 -0.04 -0.01
O -2.092911 2.245851 -9.262333 -0.03 0.05 -0.01
C -0.434213 0.998798 -10.420176 -0.08 -0.01 -0.02
H -0.401322 3.032115 -7.595038 0.12 -0.03 0.05
H 0.536042 1.538852 -7.805427 0.04 0.00 -0.03
H 0.877718 2.937945 -8.828900 0.05 -0.06 0.01
H 0.002259 0.098349 -9.984334 0.04 0.01 0.00
H 0.348279 1.498446 -10.994097 0.03 -0.02 0.02
H -1.254998 0.726684 -11.078602 0.00 0.00 0.00
C 1.067818 5.468730 3.285701 0.06 0.00 0.05
C 0.572139 4.369066 4.193113 -0.06 -0.01 -0.13
O 1.253132 3.926148 5.085998 0.09 -0.03 0.09
C -0.814688 3.840159 3.918005 0.02 -0.05 0.06
H 2.073168 5.761812 3.577181 0.00 0.00 0.00
H 1.071511 5.123978 2.249717 -0.03 0.01 -0.01
H 0.401705 6.331538 3.344007 -0.02 -0.01 -0.03
H -0.867988 3.445379 2.901370 -0.01 0.03 -0.01
H -1.546916 4.645763 3.998546 0.00 0.01 -0.04
H -1.055454 3.052491 4.627483 0.00 0.00 0.00
C 0.892298 -5.387687 2.616743 0.01 -0.03 0.05
C -0.038560 -4.596676 3.508299 0.00 0.04 -0.10
O 0.073153 -4.630212 4.713463 0.01 0.05 0.10
C -1.090593 -3.779785 2.811875 0.03 -0.03 0.18
H 1.608510 -5.937346 3.223495 -0.02 0.00 0.00
H 0.318249 -6.083308 2.002412 -0.01 0.02 -0.03
H 1.419564 -4.711954 1.939856 -0.04 -0.02 -0.03
H -1.735644 -4.415820 2.204084 0.07 0.06 -0.02
H -0.615839 -3.057226 2.145496 -0.03 -0.02 -0.06
H -1.695567 -3.248976 3.542463 0.00 0.01 -0.01
C 4.043885 -3.823008 3.318107 -0.02 0.07 -0.05
C 4.956462 -3.066368 2.384198 0.00 -0.12 0.05
O 4.641275 -1.999658 1.912498 -0.04 0.12 -0.04
C 6.282241 -3.712306 2.063656 0.01 0.08 -0.04
H 3.120067 -3.268997 3.465836 0.00 -0.02 0.01
H 3.816974 -4.807144 2.903110 0.05 0.01 0.03
H 4.534926 -3.977982 4.280521 0.01 -0.02 0.00
H 6.120030 -4.689739 1.605790 0.00 -0.02 0.03
H 6.852676 -3.869360 2.980929 -0.01 -0.04 0.00
H 6.847030 -3.078708 1.384709 0.00 0.00 0.00
C -4.340431 -2.195257 -0.539251 -0.06 -0.14 0.15
C -4.477397 -3.516820 0.169711 0.04 0.13 -0.08
O -3.602622 -3.921769 0.900809 -0.08 -0.17 0.05
C -5.737424 -4.312953 -0.071355 0.03 -0.04 0.05
H -3.393895 -1.738492 -0.278524 -0.03 0.01 -0.02
H -4.377015 -2.342859 -1.620162 -0.05 0.03 -0.01
H -5.164702 -1.534406 -0.261091 -0.04 -0.02 -0.06
H -5.839228 -4.534220 -1.135386 -0.02 0.03 -0.01
H -6.609712 -3.728591 0.227332 -0.01 0.01 -0.04
H -5.706459 -5.240424 0.494805 0.00 0.00 0.00

---

(4)
22
Properties=species:S:1:pos:R:3:forces:R:3 method="wB97M-V/def2-TZVPD" smiles="CC(C)[C@@H]1C=C(F)OC1.I" relative_energy_kcal_mol=10.1 charge=0 gap_ev=9.16
C -0.891919 0.319474 -1.337114 -0.94 -2.53 4.14
C 1.204350 1.066867 -0.857875 0.77 2.18 -0.29
C 0.056494 0.600197 -0.035098 -0.95 -0.94 -1.52
C -0.512325 1.099996 -2.271948 2.88 3.18 -1.31
C 1.085898 0.304502 2.242555 2.36 0.69 -2.87
C -0.909270 -1.025964 1.583558 -0.03 0.04 1.06
C 0.409392 -0.463035 1.100532 -0.49 0.40 -2.43
O 0.696140 1.768405 -2.034538 -1.62 -0.69 0.24
F -1.021019 1.518355 -3.408858 -0.36 -0.62 -0.19
I -0.595227 -2.655289 -2.767823 0.55 -0.71 -0.14
H -2.032009 -2.044412 -3.016424 -0.44 0.20 -0.10
H -1.681993 -0.421976 -1.321659 -0.11 0.70 -0.03
H 1.846048 1.819167 -0.389701 0.16 -0.42 0.12
H 1.742851 0.262416 -1.282719 0.90 -1.14 0.02
H -0.404115 1.463966 0.466569 -0.01 -0.26 0.07
H 0.846976 -0.370731 2.980686 0.07 -0.57 2.84
H 0.781747 1.377962 2.359561 -0.03 -1.24 0.12
H 2.209958 0.264967 1.999608 -1.50 0.33 0.83
H -0.876053 -1.683273 2.435317 0.79 -0.37 0.61
H -1.463736 -1.603963 0.911859 -0.59 -0.75 -1.70
H -1.593098 -0.272812 1.932237 -0.19 0.88 -0.03
H 1.100911 -1.324819 0.711273 -1.23 1.64 0.57